a | Molecular formula: C5H12O2
Method: DFT, the ωB97M-V functional and the def2-TZVPD basis

The geometry in XYZ format:
```
19
Properties=species:S:1:pos:R:3:nbo_charge:R:1
C 1.065 -1.032 1.644 -0.25
O 0.170 -0.930 0.561 -0.57
C 0.459 0.125 -0.366 0.10
C 1.373 -0.373 -1.478 -0.63
C -0.872 0.653 -0.897 -0.45
C -1.835 1.093 0.207 -0.06
O -2.348 0.014 0.949 -0.73
H 2.054 -1.397 1.334 0.17
H 0.633 -1.750 2.344 0.20
H 1.183 -0.066 2.159 0.17
H 0.955 0.935 0.193 0.16
H 0.820 -1.051 -2.139 0.21
H 2.238 -0.909 -1.072 0.21
H 1.737 0.469 -2.076 0.21
H -1.355 -0.126 -1.499 0.21
H -0.661 1.502 -1.563 0.21
H -1.323 1.823 0.860 0.14
H -2.696 1.606 -0.233 0.18
H -1.595 -0.588 1.070 0.49
```

As for the LUMO energy: 0.0369 hartree. The value obtained for the highest occupied orbital energy is -9.84 eV.



b | Molecular formula: C5H12O2
Method: DFT, the ωB97M-V functional and the def2-TZVPD basis

The geometry in XYZ format:
```
19
Properties=species:S:1:pos:R:3:nbo_charge:R:1
C 2.330 -0.035 0.834 -0.61
C 1.030 0.759 0.797 -0.45
C -0.196 -0.007 0.405 0.20
O -0.364 -1.172 1.186 -0.74
C -1.309 0.391 -0.272 -0.17
C -1.497 0.967 -1.662 -0.65
O -1.145 -1.904 -1.057 -0.94
H 2.241 -0.910 1.489 0.20
H 2.549 -0.406 -0.171 0.21
H 3.171 0.569 1.194 0.21
H 0.752 1.066 1.825 0.20
H 1.119 1.703 0.248 0.23
H -0.265 -1.441 -0.849 0.47
H 0.069 -1.141 2.052 0.48
H -2.250 0.250 0.264 0.20
H -0.602 0.880 -2.288 0.22
H -2.285 0.388 -2.181 0.24
H -1.838 2.008 -1.659 0.21
H -1.508 -1.966 -0.155 0.48
```

As for the LUMO energy: 0.0204 hartree. The value obtained for the highest occupied orbital energy is -7.90 eV.



c | Molecular formula: C5H12O2
Method: DFT, the ωB97M-V functional and the def2-TZVPD basis

The geometry in XYZ format:
```
19
Properties=species:S:1:pos:R:3:nbo_charge:R:1
C -1.199 1.425 0.149 -0.14
C -1.999 0.478 0.616 -0.43
C -0.157 1.161 -0.939 -0.51
C 0.716 -0.025 -0.650 -0.17
C 1.722 -0.417 -1.435 -0.41
H -1.189 2.436 0.538 0.20
H -2.623 0.709 1.466 0.20
H -2.024 -0.507 0.177 0.20
H -0.725 1.091 -1.869 0.24
H 0.511 2.022 -0.975 0.23
H 0.766 -0.554 0.287 0.20
H 2.309 -1.276 -1.140 0.19
H 1.911 -0.048 -2.432 0.19
H -0.429 -2.442 -1.014 0.48
H -0.864 -2.393 0.429 0.46
O -1.051 -2.854 -0.399 -0.94
H 1.957 0.958 2.644 0.48
H 1.185 -0.357 2.338 0.47
O 1.183 0.592 2.208 -0.94
```

As for the LUMO energy: 0.0208 hartree. The value obtained for the highest occupied orbital energy is -9.43 eV.



How do the energies compare? Relative to the most stable structure, in eV: a 0.000; b 1.947; c 1.375.



a | Molecular formula: C5H12O2
Method: DFT, the ωB97M-V functional and the def2-TZVPD basis

The geometry in XYZ format:
```
19
Properties=species:S:1:pos:R:3:nbo_charge:R:1
C 0.731 0.267 -2.924 -0.61
C 0.138 -0.457 -1.772 -0.47
C 0.530 0.321 1.631 -0.09
O -0.148 -0.553 2.642 -0.73
C 1.021 -0.689 0.661 -0.25
C 1.147 -0.266 -0.613 -0.14
H 1.735 -0.236 -3.139 0.21
H 0.879 1.351 -2.845 0.22
H 0.140 -0.056 -3.868 0.21
H -0.082 -1.439 -2.033 0.22
H -0.762 -0.192 -1.262 0.23
H -0.223 1.060 1.256 0.14
H 1.347 0.961 1.936 0.18
H -0.761 -0.015 3.176 0.47
H 0.966 -1.743 0.899 0.21
H 2.066 0.290 -0.843 0.19
H -2.195 1.665 0.237 0.45
H -1.965 0.324 0.739 0.47
O -2.670 0.925 0.339 -0.91
```

As for the LUMO energy: 0.0042 hartree. The value obtained for the highest occupied orbital energy is -7.51 eV.



b | Molecular formula: C5H12O2
Method: DFT, the ωB97M-V functional and the def2-TZVPD basis

The geometry in XYZ format:
```
19
Properties=species:S:1:pos:R:3:nbo_charge:R:1
C -0.599 -0.540 2.302 -0.60
C -0.648 -0.934 0.820 -0.43
C 0.420 -0.230 0.016 -0.09
O 1.732 -0.779 0.225 -0.75
C 0.350 0.200 -1.347 0.11
C -0.873 0.769 -2.003 -0.66
O 1.289 1.761 -0.904 -0.88
H 0.414 -0.655 2.709 0.19
H -0.874 0.512 2.427 0.21
H -1.270 -1.153 2.914 0.21
H -0.486 -2.023 0.736 0.19
H -1.651 -0.746 0.419 0.22
H 0.743 1.194 0.026 0.42
H 1.711 -1.323 1.019 0.47
H 1.106 -0.181 -2.037 0.21
H -1.546 1.247 -1.286 0.22
H -0.567 1.520 -2.736 0.24
H -1.424 -0.016 -2.536 0.23
H 2.173 1.376 -0.764 0.48
```

As for the LUMO energy: 0.0342 hartree. The value obtained for the highest occupied orbital energy is -7.44 eV.



c | Molecular formula: C5H12O2
Method: DFT, the ωB97M-V functional and the def2-TZVPD basis

The geometry in XYZ format:
```
19
Properties=species:S:1:pos:R:3:nbo_charge:R:1
C -1.832 -0.452 -0.416 -0.66
C -1.219 -0.008 -1.741 -0.06
O 0.127 -0.415 -1.922 -0.53
C 1.101 0.319 -1.216 -0.09
C 1.305 -0.141 0.224 -0.10
O 0.602 0.718 1.101 -0.55
C 0.668 0.271 2.430 -0.25
H -1.341 0.053 0.425 0.23
H -1.742 -1.538 -0.284 0.21
H -2.897 -0.194 -0.413 0.21
H -1.295 1.088 -1.855 0.16
H -1.769 -0.471 -2.569 0.18
H 2.044 0.194 -1.764 0.19
H 0.865 1.395 -1.189 0.18
H 0.956 -1.183 0.325 0.18
H 2.372 -0.124 0.497 0.17
H 1.714 0.244 2.768 0.17
H 0.233 -0.736 2.557 0.17
H 0.106 0.980 3.043 0.20
```

As for the LUMO energy: 0.0402 hartree. The value obtained for the highest occupied orbital energy is -9.67 eV.



d | Molecular formula: C5H12O2
Method: DFT, the ωB97M-V functional and the def2-TZVPD basis

The geometry in XYZ format:
```
19
Properties=species:S:1:pos:R:3:nbo_charge:R:1
C -0.210 0.783 1.517 -0.15
C -0.316 2.042 1.063 -0.42
C -0.058 -0.333 0.484 -0.51
C 1.429 -0.780 0.469 -0.16
C 2.504 -0.003 0.740 -0.41
H 0.091 0.568 2.529 0.21
H -0.387 2.873 1.733 0.20
H -0.722 2.219 0.079 0.18
H -0.701 -1.193 0.469 0.23
H -0.418 0.124 -0.439 0.23
H 1.527 -1.815 0.165 0.19
H 3.498 -0.319 0.582 0.21
H 2.187 0.998 1.016 0.21
H -0.109 -3.202 -1.612 0.48
H -0.253 -1.889 -2.573 0.49
O -0.484 -2.817 -2.413 -0.96
H -3.117 1.134 -1.769 0.48
H -2.068 1.012 -0.599 0.47
O -2.392 0.598 -1.444 -0.95
```

As for the LUMO energy: 0.0288 hartree. The value obtained for the highest occupied orbital energy is -9.69 eV.



How do the energies compare? Relative to the most stable structure, in eV: a 3.821; b 2.356; c 0.000; d 1.087.



a | Molecular formula: C5H12O2
Method: DFT, the ωB97M-V functional and the def2-TZVPD basis

The geometry in XYZ format:
```
19
Properties=species:S:1:pos:R:3:nbo_charge:R:1
O -1.236 -1.139 -2.045 -0.54
C -0.475 -0.210 -1.714 0.44
C -0.663 0.830 -0.621 -0.52
C 0.200 0.466 0.732 -0.18
C -0.530 1.335 1.898 -0.60
C 1.742 0.855 0.619 -0.62
H 0.584 -0.559 -1.457 0.09
H -1.746 0.732 -0.543 0.23
H -0.402 1.839 -0.992 0.23
H 0.033 -0.616 0.870 0.21
H -1.662 0.985 1.854 0.21
H -0.210 1.254 2.878 0.21
H -0.460 2.362 1.489 0.20
H 2.183 0.229 -0.173 0.21
H 2.156 0.646 1.559 0.22
H 1.974 1.888 0.285 0.21
H -0.466 -2.884 -1.628 0.48
H -0.932 -4.275 -1.612 0.46
O -0.092 -3.739 -1.398 -0.95
```

As for the LUMO energy: 0.0014 hartree. The value obtained for the highest occupied orbital energy is -9.97 eV.



b | Molecular formula: C5H12O2
Method: DFT, the ωB97M-V functional and the def2-TZVPD basis

The geometry in XYZ format:
```
19
Properties=species:S:1:pos:R:3:nbo_charge:R:1
C -1.403 -1.147 -2.014 -0.61
C -0.241 -1.295 -1.041 -0.40
C -0.095 0.002 -0.247 0.10
O -1.360 0.299 0.300 -0.75
C 0.964 -0.106 0.845 -0.45
C 1.307 1.232 1.473 -0.06
O 0.127 1.784 2.055 -0.75
H -1.676 -2.112 -2.448 0.20
H -2.237 -0.741 -1.450 0.23
H -1.160 -0.452 -2.830 0.20
H 0.696 -1.553 -1.559 0.20
H -0.453 -2.120 -0.348 0.20
H 0.205 0.788 -0.968 0.14
H -1.253 1.047 0.910 0.50
H 1.890 -0.538 0.444 0.21
H 0.580 -0.791 1.611 0.22
H 1.701 1.911 0.699 0.16
H 2.086 1.104 2.237 0.17
H 0.322 2.687 2.331 0.48
```

As for the LUMO energy: 0.0271 hartree. The value obtained for the highest occupied orbital energy is -9.87 eV.



How do the energies compare? Relative to the most stable structure, in eV: a 2.040; b 0.000.